12 unconnected molecules or ions with the total composition C13H50N10O12 in a non-equilibrium geometry, computed with the ωB97M-V functional and the def2-TZVPD basis.

The geometry in ORCA input format:
```
! RIJCOSX wB97M-V def2-TZVPD def2/J DEFGRID3
* xyz 0 1
O 0.373 -1.598 -0.421
O 2.914 -0.888 -0.011
O 2.472 4.272 -0.230
O 4.562 0.324 -2.869
O -2.296 2.043 -0.717
O -3.447 -0.764 -1.383
O -4.377 -0.853 1.091
O -0.677 1.577 2.495
O 1.441 0.108 2.803
O 0.382 -3.441 1.680
O -2.357 -3.797 1.540
O 1.115 -0.083 -2.867
N -1.718 2.290 -3.008
N 5.043 2.309 -1.699
N 2.992 1.541 -1.751
N 3.749 0.118 2.569
N 2.320 2.277 1.045
N 0.573 3.512 0.874
N -0.245 2.878 -1.548
N -5.408 0.416 -2.157
N -4.797 -1.434 -3.164
N 3.043 -0.126 4.553
C -3.315 -0.412 1.824
C -1.501 2.099 3.552
C 0.901 -2.934 2.862
C -0.291 -0.438 0.020
C 3.859 -1.980 -0.122
C -2.576 -3.386 0.250
C 4.223 1.335 -2.050
C 1.823 3.385 0.618
C -4.549 -0.597 -2.186
C -1.419 2.401 -1.764
C -1.068 -0.732 -3.913
C 2.746 0.034 3.310
C 0.479 -0.939 -3.811
H -1.590 3.205 3.608
H -1.585 -1.417 -4.637
H -3.644 -3.307 0.189
H 2.051 -1.157 -0.272
H 0.546 3.112 -2.206
H -0.305 0.727 2.768
H -3.198 -3.636 2.048
H -2.179 -2.383 0.069
H 2.151 -0.082 5.148
H -4.035 -0.980 0.230
H -1.651 -0.936 -2.930
H 0.659 -1.995 -3.508
H 1.846 1.694 1.664
H -0.611 -3.646 1.753
H -0.897 2.185 -3.562
H -3.581 -0.095 2.842
H -1.225 -0.396 -0.443
H 1.043 -0.619 -2.096
H 3.422 -2.823 0.460
H -2.531 1.716 3.501
H -1.247 1.863 4.513
H -5.748 -1.643 -3.384
H 3.629 -0.022 1.543
H -0.282 -0.445 1.109
H -6.424 0.432 -2.542
H 0.307 0.361 -0.397
H 0.157 2.826 -0.604
H 0.400 -2.033 3.201
H -4.190 -2.193 -3.276
H 0.120 -2.295 0.162
H -2.693 1.966 -3.349
H 6.016 2.268 -2.092
H 2.681 1.786 -0.813
H -5.234 1.208 -1.462
H 0.040 2.899 1.544
H 4.863 3.193 -1.134
H 4.765 -1.619 0.418
H -2.191 -4.062 -0.524
H 4.720 0.045 2.860
H 0.983 -0.765 -4.760
H 3.924 -2.317 -1.148
H -1.299 0.265 -4.250
H -2.504 -1.122 1.974
H 0.909 -3.706 3.561
H 3.358 2.272 1.273
H -3.073 0.517 1.301
H 0.165 4.412 0.658
H 2.367 0.857 -2.222
H 1.897 -2.682 2.701
H 3.930 0.052 5.098
*
```

For the energy, the calculation gives -53759.0670 eV. As for the SMILES: NC(N)=O.NC(N)=O.NC(N)=O.NC(N)=O.NC(N)=O.CCO.CO.CO.CO.CO.CO.CO. Its orbital gap is 8.07 eV. The energy above the lowest of the compared OMol25 structures with the same formula, charge and spin comes out at 0.811 eV. The HOMO energy comes out at -7.97 eV. As for the LUMO energy: 0.092 eV.